The following is a DFT calculation (wB97M-V/def2-TZVPD) of C27H40IrN5O2 as an isolated structure in a non-equilibrium geometry.

Computed properties:
relative energy (zero: lowest compared OMol25 entry of this formula, charge and spin)	0.1929	eV
2S+1	5
HOMO (spin up / spin down)	-0.505 / -0.504	hartree
total charge	+2
LUMO level (spin up / spin down)	-4.535 / -7.787	eV
Kohn-Sham gap (spin up / spin down)	9.1993 / 5.9405	eV

Last column: Löwdin charge in e.
Geometry (Å):
Ir: 0.121 0.250 0.225  1.384
C: -2.258 -1.762 2.065  0.013
C: -1.836 -0.507 2.722  -0.369
N: -0.990 0.373 2.217  -0.053
C: -0.911 1.404 3.116  -0.155
C: -1.711 1.128 4.180  -0.042
N: -2.288 -0.079 3.913  0.138
H: -1.517 -2.059 1.323  0.072
H: -3.212 -1.614 1.558  0.080
H: -2.383 -2.559 2.793  0.098
H: -0.288 2.259 2.947  0.113
H: -1.903 1.682 5.074  0.129
H: -2.929 -0.573 4.517  0.183
C: -5.004 -2.366 -0.968  -0.046
C: -3.845 -1.665 -1.677  -0.370
C: -3.781 -2.139 -3.140  -0.030
C: -3.981 -0.169 -1.670  -0.085
C: -5.156 0.444 -2.044  0.006
C: -5.247 1.825 -2.152  0.019
C: -4.126 2.617 -1.897  0.010
C: -2.921 2.077 -1.514  -0.094
C: -1.739 3.002 -1.335  -0.353
C: -1.253 3.106 0.106  -0.045
C: -0.571 2.617 -2.244  -0.053
C: -2.820 0.644 -1.334  -0.249
O: -1.784 0.067 -0.891  -0.129
H: -4.850 -3.439 -1.009  0.092
H: -5.954 -2.151 -1.448  0.080
H: -5.075 -2.062 0.072  0.074
H: -2.903 -1.932 -1.185  0.123
H: -4.734 -1.978 -3.634  0.092
H: -3.551 -3.201 -3.173  0.092
H: -3.017 -1.599 -3.692  0.061
H: -6.021 -0.160 -2.263  0.125
H: -6.167 2.288 -2.470  0.129
H: -4.205 3.689 -2.011  0.130
H: -2.088 3.999 -1.630  0.145
H: -0.639 2.203 0.362  -0.008
H: -2.079 3.173 0.808  0.099
H: -0.606 3.974 0.220  0.103
H: -0.087 1.707 -1.865  0.026
H: 0.166 3.415 -2.251  0.099
H: -0.910 2.451 -3.263  0.095
N: 3.285 0.558 -0.840  0.155
C: 3.305 0.779 0.486  -0.362
C: 4.487 1.235 1.110  0.007
C: 4.504 1.428 2.467  -0.025
C: 3.352 1.132 3.199  -0.043
C: 2.233 0.709 2.524  -0.148
N: 2.172 0.568 1.190  -0.031
H: 4.158 0.585 -1.340  0.115
H: 2.503 0.051 -1.238  0.032
H: 5.356 1.432 0.502  0.123
H: 5.391 1.789 2.959  0.125
H: 3.342 1.232 4.270  0.115
H: 1.341 0.450 3.070  0.083
O: 0.977 -0.881 -1.672  -0.114
C: 0.713 -1.431 -2.752  -0.443
C: -0.238 -0.867 -3.755  -0.081
C: 0.716 0.049 -4.573  -0.157
C: 1.969 -0.620 -5.167  -0.169
C: 3.114 -0.927 -4.178  -0.152
C: 2.906 -2.182 -3.297  -0.139
N: 1.477 -2.440 -3.220  0.084
H: -1.028 -0.274 -3.298  0.092
H: -0.669 -1.628 -4.405  0.129
H: 1.033 0.879 -3.938  0.106
H: 0.135 0.466 -5.397  0.126
H: 2.370 0.088 -5.896  0.123
H: 1.680 -1.511 -5.727  0.121
H: 3.236 -0.048 -3.543  0.092
H: 4.029 -1.053 -4.752  0.117
H: 3.305 -2.029 -2.294  0.113
H: 3.387 -3.060 -3.722  0.130
H: 1.133 -2.884 -4.063  0.146